No. 1
23
Properties=species:S:1:pos:R:3:forces:R:3:lowdin_charge:R:1 method="wB97M-V/def2-TZVPD" molar_mass_g_mol=186.2 lumo_energy_ev=0.27 gap_ev=9.79 e_above_lowest_kcal_mol=159.2
C -1.897 -3.132 0.923 1.0 -3.5 0.5 -0.102
O -1.955 -1.766 0.868 -0.4 1.6 0.3 -0.002
C -1.257 -1.143 -0.095 0.2 -1.8 -0.2 -0.518
O -0.556 -1.714 -0.908 -0.8 0.8 0.5 0.115
N -1.241 0.199 0.095 2.1 1.7 0.0 0.201
N -2.117 1.066 0.072 -0.1 -1.4 -0.2 -0.310
O -3.293 0.905 -0.060 -1.5 0.4 -0.2 0.119
O -1.743 2.369 0.179 0.7 0.7 0.2 0.027
C -0.344 2.765 0.163 0.0 -0.8 1.2 -0.029
C 0.686 1.932 0.191 -2.2 2.3 -1.2 -0.006
C 1.573 1.131 -0.267 1.6 -1.1 0.3 -0.334
C 1.905 0.904 -1.751 0.4 0.1 2.6 -0.015
C 2.467 0.367 0.708 -2.3 -1.9 -1.8 -0.031
H -2.842 -3.591 1.222 -0.1 0.7 0.5 0.091
H -1.071 -3.581 1.611 -1.2 1.2 -1.1 0.132
H -1.759 -3.571 -0.056 0.5 0.1 -0.4 0.083
H -0.375 3.841 0.403 0.2 -0.8 -0.4 0.123
H 1.744 -0.162 -1.916 0.5 0.1 -0.3 0.085
H 1.283 1.487 -2.357 -0.9 0.8 -1.0 0.058
H 2.934 1.288 -1.771 0.0 -0.7 -0.8 0.094
H 1.870 -0.262 1.374 -0.2 0.3 0.1 0.085
H 2.983 -0.374 0.100 0.9 0.3 0.3 0.079
H 3.005 1.040 1.272 1.7 1.1 1.1 0.054



No. 2
91
Properties=species:S:1:pos:R:3:forces:R:3:lowdin_charge:R:1 method="wB97M-V/def2-TZVPD" molar_mass_g_mol=750.5 charge=-1 lumo_energy_ev="2.58 / 2.58" spin_multiplicity=2 gap_ev="5.59 / 4.94" e_above_lowest_kcal_mol=76.7 s2=0.9895
Ir -0.556 -0.618 1.457 2.1 0.0 0.1 0.894
C -3.800 0.670 -0.241 -0.1 -0.1 0.0 -0.061
C -4.157 -0.757 0.191 0.1 0.2 0.2 -0.372
C -3.745 -1.057 1.635 0.1 0.2 -0.2 -0.083
C -3.626 -1.832 -0.743 0.3 0.4 0.0 -0.131
C -4.571 -2.602 -1.399 -0.2 -0.2 -0.3 -0.054
C -4.215 -3.645 -2.241 0.2 0.1 0.2 -0.090
C -2.877 -3.975 -2.319 -0.3 -0.2 -0.1 -0.067
C -1.883 -3.254 -1.664 0.3 0.1 0.5 -0.124
C -0.524 -3.963 -1.639 0.2 0.1 -0.2 -0.363
C 0.284 -3.778 -2.933 -0.1 0.0 0.1 -0.061
C 0.332 -3.725 -0.396 -0.2 -0.1 -0.1 -0.067
C -2.240 -2.076 -0.955 -1.0 -1.0 -0.8 -0.149
N -1.321 -1.109 -0.543 2.4 1.1 0.1 -0.049
C -0.389 -0.711 -1.381 -2.0 0.1 0.2 -0.102
C 1.058 0.683 0.235 -1.3 -0.2 0.5 -0.244
N 0.377 1.335 1.196 -1.3 0.3 -1.1 -0.099
C 0.765 2.173 2.216 0.3 0.4 0.9 -0.169
C -0.266 2.934 2.870 0.2 -0.4 -0.4 -0.140
C 0.036 3.808 3.896 0.2 0.1 0.1 -0.068
C 1.336 3.988 4.341 -0.1 0.0 -0.1 -0.100
C 2.334 3.254 3.729 0.1 0.2 0.1 -0.071
C 2.096 2.355 2.696 -0.1 -0.2 -0.1 -0.130
C 3.327 1.627 2.174 -0.1 0.0 -0.1 -0.346
C 3.853 2.301 0.897 0.0 0.1 0.2 -0.066
C 3.151 0.097 2.046 0.3 0.0 0.4 -0.077
C -1.727 2.816 2.484 0.0 0.1 0.1 -0.391
C -2.324 4.174 2.094 0.1 -0.1 -0.1 -0.074
C -2.516 2.189 3.637 0.0 -0.1 -0.1 -0.068
H -4.211 1.390 0.472 0.0 0.0 0.0 0.072
H -4.222 0.886 -1.226 0.0 0.0 0.0 0.077
H -2.721 0.800 -0.287 0.0 0.1 0.1 0.043
H -5.249 -0.826 0.153 0.0 -0.1 -0.1 0.116
H -2.642 -0.954 1.739 -0.5 -0.1 0.1 -0.022
H -4.012 -2.081 1.903 0.0 0.0 0.0 0.081
H -4.224 -0.369 2.331 -0.1 0.1 0.0 0.069
H -5.621 -2.373 -1.258 0.0 0.0 0.1 0.105
H -4.965 -4.228 -2.761 0.0 0.0 0.0 0.094
H -2.591 -4.866 -2.870 0.1 0.0 0.0 0.110
H -0.797 -5.023 -1.607 -0.1 0.0 0.0 0.122
H 0.745 -2.791 -2.986 0.0 0.0 0.0 0.051
H -0.358 -3.910 -3.807 0.0 0.0 0.0 0.074
H 1.088 -4.516 -2.987 0.0 0.0 0.0 0.078
H -0.290 -3.627 0.496 0.1 0.0 0.0 0.066
H 0.924 -2.824 -0.489 0.1 0.2 0.1 0.043
H 1.015 -4.567 -0.254 0.0 0.0 0.0 0.080
H -0.366 -1.140 -2.379 0.2 -0.2 0.0 0.116
H 2.139 0.772 0.202 -0.4 -0.7 -0.1 0.051
H -0.766 4.367 4.364 0.0 0.0 0.0 0.102
H 1.567 4.675 5.146 0.0 0.0 0.0 0.088
H 3.354 3.380 4.079 0.0 -0.1 0.0 0.102
H 4.102 1.796 2.924 0.0 0.0 0.1 0.112
H 3.073 2.380 0.142 0.2 0.1 0.3 0.027
H 4.702 1.750 0.484 0.0 0.0 -0.1 0.083
H 4.181 3.317 1.129 0.0 0.0 0.0 0.081
H 3.411 -0.263 1.048 0.1 -0.1 0.2 0.056
H 2.128 -0.209 2.259 0.1 -0.1 0.0 0.017
H 3.795 -0.416 2.761 0.0 0.0 0.0 0.077
H -1.806 2.161 1.622 0.1 -0.2 -0.1 0.088
H -2.520 4.795 2.973 0.0 0.0 0.0 0.066
H -3.269 4.037 1.563 0.0 0.0 0.1 0.066
H -1.642 4.719 1.439 0.0 0.0 0.0 0.078
H -2.453 2.813 4.533 0.0 0.0 0.0 0.070
H -2.105 1.206 3.877 0.0 0.0 0.0 0.069
H -3.569 2.079 3.371 -0.1 0.0 0.0 0.066
Cl 0.537 -0.994 4.535 0.1 0.1 0.3 0.311
C -0.200 -1.933 3.148 -0.4 0.1 -0.5 -0.798
H -1.088 -2.387 3.592 0.0 0.0 0.0 -0.060
H 0.515 -2.733 2.957 0.0 0.0 0.0 -0.059
C 2.030 2.228 -2.096 -0.1 -0.1 -0.1 -0.026
C 1.202 0.957 -2.378 -0.1 0.2 0.0 -0.446
C 0.223 1.303 -3.514 0.0 0.0 0.0 -0.048
C 0.339 0.583 -1.131 0.7 0.0 -0.1 -0.237
C 2.184 -0.140 -2.804 -0.1 0.1 0.0 -0.167
C 2.649 -0.197 -4.117 0.1 -0.1 -0.1 -0.036
C 3.583 -1.144 -4.518 -0.1 0.1 0.0 -0.090
C 4.079 -2.062 -3.608 0.1 -0.1 0.0 -0.105
C 3.637 -2.014 -2.295 0.0 0.0 0.0 -0.077
C 2.707 -1.063 -1.898 0.0 0.0 0.0 -0.034
H 1.451 2.936 -1.499 0.0 0.0 0.0 0.101
H 2.307 2.706 -3.038 0.0 0.0 0.0 0.086
H 2.953 1.995 -1.569 -0.1 0.0 -0.2 0.063
H -0.456 2.089 -3.176 0.0 0.0 0.0 0.092
H -0.383 0.448 -3.814 0.0 0.0 0.0 0.085
H 0.744 1.682 -4.394 -0.1 0.0 0.0 0.066
H -0.440 1.357 -1.058 -0.1 -0.1 0.0 0.138
H 2.282 0.502 -4.858 0.0 0.0 0.0 0.099
H 3.916 -1.162 -5.549 0.0 0.0 0.0 0.096
H 4.800 -2.808 -3.919 0.0 0.0 0.0 0.095
H 4.007 -2.731 -1.572 0.0 0.0 0.0 0.106
H 2.387 -1.058 -0.865 -0.1 0.0 0.0 0.091



No. 3
67
Properties=species:S:1:pos:R:3:forces:R:3:lowdin_charge:R:1 method="wB97M-V/def2-TZVPD" molar_mass_g_mol=459.5 lumo_energy_ev=-0.91 gap_ev=7.34 e_above_lowest_kcal_mol=11.6
O 0.112 0.979 0.933 0.1 0.9 -0.4 -0.287
V 0.579 -0.137 -0.052 0.8 -2.6 -1.8 0.979
O 1.888 0.206 -0.887 -1.1 0.2 1.3 -0.269
N -0.829 -2.185 -2.086 0.3 -3.2 -4.7 -0.658
O -0.700 -1.643 -1.038 1.0 5.2 7.8 -0.095
O 0.110 -2.828 -2.499 1.9 -1.1 -1.0 0.031
O -1.880 -2.160 -2.663 -2.2 0.5 -0.9 0.059
C -2.920 0.899 -1.153 0.1 0.1 -0.4 -0.015
C -2.323 2.275 -1.587 -0.4 0.3 0.4 -0.468
C -2.742 3.283 -0.469 -1.4 0.3 -0.1 -0.126
C -2.129 4.697 -0.528 -0.2 -1.6 -0.1 -0.173
C -0.651 4.531 -0.585 0.5 0.7 -1.0 -0.173
C -0.091 3.522 -1.635 0.5 0.8 0.8 -0.409
N -0.867 2.250 -1.611 0.8 1.9 2.9 -0.152
O -0.235 1.237 -2.278 -0.2 -0.5 -0.5 -0.019
C -0.029 4.179 -3.076 0.9 -0.8 0.5 -0.018
C 1.371 3.386 -1.028 -0.5 -0.8 -2.1 -0.040
C -2.831 2.732 -2.965 -0.6 -0.3 -0.1 -0.021
H -2.592 0.074 -1.785 0.0 0.1 0.0 0.058
H -4.010 0.893 -1.147 -0.2 0.4 -0.6 0.087
H -2.748 0.633 -0.110 0.8 0.2 0.1 0.070
H -3.810 3.463 -0.586 -0.4 -0.3 -0.4 0.112
H -2.765 2.767 0.491 1.0 0.2 0.2 0.112
H -2.340 5.324 0.338 -0.6 -0.1 -0.1 0.116
H -2.577 5.116 -1.429 0.3 0.5 0.0 0.105
H -0.256 4.340 0.413 -0.2 -0.5 0.0 0.118
H -0.208 5.494 -0.841 0.2 0.1 -0.1 0.117
H -0.101 3.390 -3.825 -0.6 0.0 -0.2 0.067
H -0.706 5.009 -3.278 -0.3 -0.3 0.1 0.078
H 0.974 4.533 -3.314 0.2 0.3 0.5 0.074
H 1.328 2.928 -0.040 0.2 0.3 -0.1 0.064
H 2.030 2.813 -1.680 -0.2 -0.6 0.1 0.070
H 1.832 4.370 -1.121 -0.2 0.2 0.8 0.082
H -2.544 3.756 -3.206 0.0 -0.1 0.2 0.062
H -3.915 2.656 -3.054 -0.1 0.0 0.2 0.086
H -2.449 2.096 -3.763 0.2 -0.1 0.0 0.084
H -0.330 1.471 -3.204 0.2 -0.5 -0.8 0.099
C -0.888 -1.306 2.359 0.0 -0.4 1.1 -0.053
C 0.291 -2.276 2.464 -0.6 -1.7 0.3 -0.411
C -0.385 -3.680 1.967 2.0 -1.5 1.3 -0.086
C 0.644 -4.837 1.596 -0.3 1.7 -0.6 -0.156
C 1.634 -4.194 0.615 -1.1 -0.5 1.7 -0.136
C 2.427 -2.952 1.157 -2.1 -0.6 -1.5 -0.462
N 1.463 -1.858 1.620 -3.6 -2.8 -3.3 -0.144
O 1.954 -0.637 1.918 1.5 0.5 1.3 -0.021
C 3.417 -3.261 2.213 2.6 -0.2 0.4 -0.031
C 3.026 -2.542 -0.159 2.2 1.2 0.0 -0.061
C 0.733 -2.428 3.974 -0.3 0.5 -0.8 -0.012
H -1.138 -1.026 1.335 -0.1 0.0 0.2 0.047
H -0.809 -0.468 3.050 0.3 0.4 -0.5 0.093
H -1.740 -1.865 2.746 -0.2 0.0 -0.1 0.096
H -0.830 -4.109 2.865 -0.4 0.6 0.3 0.098
H -1.212 -3.642 1.258 0.5 0.7 -0.4 0.115
H 0.166 -5.654 1.056 -0.4 0.1 0.1 0.108
H 1.100 -5.307 2.468 0.1 0.3 0.2 0.099
H 0.996 -3.887 -0.213 0.3 0.2 -0.2 0.104
H 2.316 -4.968 0.264 0.4 0.4 -0.1 0.130
H 3.525 -4.234 2.691 -1.6 0.0 0.7 0.098
H 4.425 -3.372 1.813 0.2 0.7 -0.9 0.088
H 3.563 -2.414 2.884 -0.2 -0.3 0.5 0.084
H 2.359 -2.470 -1.018 -0.2 0.1 0.3 0.079
H 3.610 -1.630 -0.035 -0.2 0.4 -0.2 0.087
H 3.821 -3.252 -0.390 -0.2 -0.4 -0.2 0.097
H 1.611 -3.059 4.112 -0.2 -0.1 -0.1 0.071
H -0.077 -2.788 4.609 -0.1 -0.2 -0.2 0.088
H 0.956 -1.438 4.371 0.2 0.2 0.0 0.077
H 2.398 -0.796 2.754 0.6 0.9 0.7 0.107